{"formula": "C4H7NO", "method": "ωB97M-V with the def2-TZVPD basis set", "e_homo_ev": -9.63, "smiles": "O=CC[C@H]1CN1", "relative_energy_kcal_mol": 48.1, "homo_lumo_gap_ev": 10.74, "fmax_ev_per_a": 0.35, "e_lumo_ha": 0.04088, "energy_ev": -7797.558, "elements": ["O", "C", "C", "C", "C", "N", "H", "H", "H", "H", "H", "H", "H"], "xyz": [[1.225, 1.890, 0.662], [1.737, 0.958, 0.092], [1.022, -0.366, -0.090], [-0.386, -0.252, 0.437], [-1.511, 0.146, -0.432], [-1.346, -1.249, -0.017], [2.772, 1.081, -0.295], [1.569, -1.162, 0.438], [1.009, -0.689, -1.139], [-0.445, 0.079, 1.471], [-1.346, 0.326, -1.492], [-2.312, 0.738, 0.006], [-2.003, -1.472, 0.725]]}

***

{"formula": "C4H8S2", "method": "ωB97M-V with the def2-TZVPD basis set", "e_homo_ev": -9.26, "relative_energy_kcal_mol": 78.1, "homo_lumo_gap_ev": 9.38, "fmax_ev_per_a": 2.96, "e_lumo_ha": 0.00410, "energy_ev": -25945.029, "elements": ["C", "C", "C", "C", "S", "S", "H", "H", "H", "H", "H", "H", "H", "H"], "xyz": [[-2.604, 3.262, 0.418], [1.165, -1.090, -0.412], [-0.087, 0.991, 0.526], [-0.029, -0.483, 0.328], [-3.227, 1.979, -0.112], [-1.732, -1.057, -0.304], [-1.710, -1.776, 0.847], [1.427, -0.432, -1.282], [2.050, -1.181, 0.280], [0.886, -2.181, -0.727], [-1.047, 1.341, 1.146], [-0.219, 1.550, -0.396], [0.816, 1.422, 0.882], [-0.152, -0.870, 1.316]]}